{
  "formula": "C36H50As2BF4N2O8RuS5Se3",
  "method": "wB97M-V/def2-TZVPD",
  "elements": ["Ru", "S", "C", "S", "C", "C", "S", "S", "S", "C", "Se", "C", "C", "Se", "C", "H", "H", "H", "H", "H", "H", "H", "H", "H", "H", "F", "B", "F", "F", "F", "C", "C", "C", "C", "N", "C", "Se", "N", "C", "C", "C", "C", "C", "C", "C", "C", "C", "C", "H", "H", "H", "H", "H", "H", "H", "H", "H", "H", "H", "H", "H", "H", "H", "H", "H", "H", "H", "H", "H", "H", "C", "O", "C", "O", "C", "C", "As", "C", "C", "C", "As", "C", "C", "O", "O", "C", "C", "O", "O", "C", "C", "O", "O", "C", "H", "H", "H", "H", "H", "H", "H", "H", "H", "H", "H", "H", "H", "H", "H", "H", "H", "H"],
  "positions_angstrom": [[1.004, 0.799, 0.895], [-4.846, -2.279, 3.936], [-3.597, -1.518, 3.215], [-2.182, -0.981, 4.080], [-1.346, -0.283, 2.720], [-1.974, -0.356, 1.527], [-1.086, -0.029, 0.026], [-3.527, -1.163, 1.518], [0.253, 0.382, 2.946], [4.258, -0.204, 2.240], [3.301, 1.458, 1.952], [3.085, 1.794, 3.873], [2.665, 3.220, 4.148], [0.960, 3.716, 3.320], [1.504, 5.522, 2.846], [3.666, -0.892, 2.841], [5.195, 0.040, 2.736], [4.462, -0.638, 1.266], [4.081, 1.635, 4.290], [2.411, 1.062, 4.318], [3.406, 3.910, 3.745], [2.590, 3.381, 5.223], [2.205, 5.467, 2.020], [1.951, 6.006, 3.710], [0.617, 6.076, 2.548], [3.071, 0.976, -0.727], [3.365, 2.267, -1.343], [3.337, 3.230, -0.315], [2.378, 2.551, -2.284], [4.629, 2.181, -1.895], [2.153, -4.893, -1.449], [1.766, -4.109, -2.703], [0.274, -3.790, -2.831], [-0.220, -2.652, -1.947], [-0.336, -3.030, -0.535], [0.446, -2.624, 0.472], [1.888, -1.409, 0.303], [0.026, -3.195, 1.615], [0.749, -3.170, 2.890], [1.991, -4.056, 2.852], [1.714, -5.536, 2.601], [1.027, -6.236, 3.769], [-1.096, -3.967, 1.341], [-1.958, -4.683, 2.164], [-3.042, -5.283, 1.557], [-3.265, -5.180, 0.177], [-2.410, -4.470, -0.643], [-1.319, -3.865, -0.031], [3.173, -5.268, -1.529], [1.493, -5.753, -1.304], [2.111, -4.283, -0.546], [2.060, -4.691, -3.579], [2.336, -3.176, -2.752], [-0.313, -4.697, -2.653], [0.064, -3.484, -3.858], [-1.206, -2.299, -2.257], [0.449, -1.792, -2.000], [0.043, -3.494, 3.654], [1.014, -2.136, 3.101], [2.506, -3.936, 3.810], [2.664, -3.661, 2.087], [2.665, -6.031, 2.395], [1.117, -5.651, 1.691], [1.601, -6.110, 4.690], [0.928, -7.305, 3.582], [0.023, -5.847, 3.949], [-1.817, -4.738, 3.235], [-3.751, -5.828, 2.164], [-4.138, -5.654, -0.251], [-2.595, -4.368, -1.704], [-4.299, 2.448, 1.827], [-3.092, 2.259, 1.078], [-3.235, 1.640, -0.102], [-4.285, 1.221, -0.503], [-1.901, 1.451, -0.801], [-2.038, 1.074, -2.239], [-2.705, 2.416, -3.436], [-3.873, 3.576, -2.370], [-1.120, 3.613, -3.235], [-0.295, 3.727, -2.194], [-0.436, 2.812, -0.461], [-1.217, 4.317, 0.518], [0.842, 4.690, -2.351], [1.153, 5.171, -3.409], [1.450, 4.999, -1.202], [2.628, 5.807, -1.373], [-1.033, 4.460, -4.468], [-1.725, 5.443, -4.562], [-0.373, 3.983, -5.520], [0.510, 2.861, -5.357], [-0.883, 0.447, -2.735], [0.164, 0.321, -2.061], [-0.820, -0.077, -3.991], [-2.018, -0.451, -4.665], [-4.028, 3.077, 2.670], [-4.683, 1.489, 2.172], [-5.053, 2.932, 1.209], [-4.862, 3.130, -2.289], [-3.924, 4.507, -2.935], [-3.482, 3.795, -1.378], [-2.156, 4.622, 0.061], [-0.499, 5.129, 0.432], [-1.385, 4.054, 1.558], [3.243, 5.646, -0.499], [2.342, 6.854, -1.472], [3.165, 5.490, -2.262], [1.191, 2.901, -6.202], [-0.058, 1.930, -5.383], [1.085, 2.920, -4.436], [-1.780, -1.342, -5.245], [-2.353, 0.336, -5.341], [-2.814, -0.661, -3.949]],
  "forces_ev_per_angstrom": [[-0.032, -0.526, -0.296], [-0.031, -0.044, 0.014], [0.067, -0.024, -0.081], [0.002, 0.057, -0.068], [-0.158, -0.024, -0.362], [0.214, -0.030, 0.308], [0.274, 0.072, 0.301], [0.041, -0.049, 0.013], [-0.090, 0.145, -0.218], [-0.020, -0.051, -0.021], [-0.325, 0.194, 0.127], [0.006, -0.119, -0.014], [-0.041, 0.077, -0.046], [-0.011, 0.077, -0.057], [-0.017, -0.039, 0.064], [0.000, 0.024, -0.039], [0.006, 0.014, 0.007], [0.040, 0.012, -0.016], [0.004, -0.064, 0.010], [0.008, 0.031, -0.038], [-0.007, 0.005, -0.001], [0.002, 0.014, 0.010], [0.064, 0.077, -0.078], [0.003, 0.031, -0.012], [-0.009, -0.030, -0.027], [-0.461, 0.044, -0.014], [0.313, 0.149, -0.051], [-0.008, -0.094, -0.093], [0.110, -0.155, 0.027], [-0.137, 0.013, -0.047], [-0.003, 0.000, -0.018], [-0.017, -0.007, 0.022], [-0.005, 0.003, 0.029], [0.075, -0.003, -0.058], [0.070, -0.136, 0.011], [-0.134, 0.148, 0.010], [0.080, 0.089, 0.186], [0.031, -0.052, -0.029], [0.017, -0.014, 0.000], [-0.023, -0.010, 0.022], [0.005, 0.003, -0.007], [0.002, 0.005, -0.003], [-0.014, 0.006, -0.079], [-0.048, 0.034, 0.032], [0.000, 0.017, 0.057], [-0.006, 0.001, -0.054], [-0.033, 0.017, -0.013], [-0.013, 0.046, 0.117], [-0.003, 0.005, 0.003], [0.005, 0.002, -0.003], [0.003, -0.012, 0.003], [-0.007, -0.014, 0.001], [-0.003, -0.001, -0.002], [-0.009, -0.006, -0.010], [0.015, 0.027, 0.003], [-0.012, -0.047, 0.014], [-0.068, -0.036, -0.019], [-0.010, 0.009, 0.010], [0.014, -0.011, -0.019], [-0.008, 0.005, 0.005], [-0.003, -0.008, -0.007], [0.004, 0.004, 0.010], [0.003, -0.010, -0.002], [0.002, -0.009, -0.007], [-0.012, 0.004, -0.003], [0.021, 0.001, 0.011], [-0.001, -0.001, -0.007], [0.008, -0.007, 0.006], [0.010, 0.001, -0.006], [0.006, -0.007, 0.008], [-0.019, -0.017, 0.005], [0.002, 0.114, -0.017], [-0.057, -0.068, 0.115], [-0.008, 0.025, -0.023], [0.219, -0.012, -0.219], [-0.168, 0.064, 0.170], [0.054, -0.016, 0.039], [0.009, -0.007, -0.048], [-0.161, -0.050, 0.162], [0.253, -0.028, -0.048], [0.146, -0.063, 0.291], [-0.008, -0.045, -0.015], [0.052, 0.117, 0.113], [-0.047, -0.016, -0.078], [-0.129, -0.013, -0.020], [-0.038, 0.041, 0.023], [-0.106, 0.124, 0.045], [0.054, -0.041, 0.010], [0.078, 0.026, -0.108], [-0.020, -0.060, 0.042], [0.151, 0.239, 0.033], [-0.077, 0.039, -0.058], [0.011, -0.097, -0.004], [-0.032, -0.061, -0.069], [0.008, -0.003, 0.008], [-0.009, 0.006, -0.011], [-0.001, 0.007, 0.009], [0.005, -0.007, 0.008], [-0.024, 0.012, 0.015], [-0.008, 0.004, -0.006], [0.018, 0.002, -0.021], [0.062, 0.016, 0.024], [0.048, -0.022, 0.006], [-0.017, -0.024, 0.153], [-0.013, -0.017, -0.028], [0.019, -0.011, 0.013], [-0.024, -0.007, -0.028], [0.014, 0.006, 0.007], [-0.014, 0.039, -0.014], [0.005, -0.007, 0.001], [0.023, -0.009, -0.002], [0.004, -0.001, 0.006]],
  "mulliken_spin": [0.66, 0.00, 0.00, 0.00, -0.02, 0.07, -0.02, 0.01, 0.08, 0.00, -0.01, 0.00, 0.00, 0.01, 0.00, 0.00, 0.00, 0.00, 0.00, 0.00, 0.00, 0.00, 0.00, 0.00, 0.00, 0.00, 0.00, 0.00, 0.00, 0.00, 0.00, 0.00, 0.00, 0.01, 0.00, 0.03, 0.06, -0.01, -0.01, 0.01, 0.00, 0.00, 0.00, 0.00, 0.00, 0.00, 0.00, 0.00, 0.00, 0.00, 0.00, 0.00, 0.00, 0.00, 0.00, 0.00, -0.01, 0.00, 0.00, 0.00, 0.00, 0.00, 0.00, 0.00, 0.00, 0.00, 0.00, 0.00, 0.00, 0.00, 0.00, 0.00, 0.00, 0.00, -0.01, -0.01, 0.00, 0.00, 0.00, 0.02, 0.10, 0.02, 0.00, 0.00, 0.01, 0.00, 0.00, 0.00, 0.00, 0.00, 0.00, 0.00, 0.00, 0.00, 0.00, 0.00, 0.00, 0.00, 0.00, 0.00, 0.00, 0.00, 0.00, 0.00, 0.00, 0.00, 0.00, 0.00, 0.00, 0.00, 0.00, 0.00],
  "homo_lumo_gap_ev": [5.5, 5.3],
  "total_energy_ha": -16299.4157,
  "multiplicity": 2
}